This record from OMol25 describes a molecular structure, C40H48AlCl2GeNO8 in a non-equilibrium geometry. The level of theory is ωB97M-V/def2-TZVPD.

Properties
Total charge: +1
Relative energy (zero: lowest compared OMol25 entry of this formula, charge and spin) (eV): 29.8916
LUMO (spin up / spin down) (eV): -3.5 / -4.0
Calculated total energy (Eh): -5448.4781
Multiplicity: 2

Structure (XYZ):
```
101
C40H48AlCl2GeNO8 | OMol25 | ωB97M-V/def2-TZVPD
Al -0.2685 2.1213 0.4465
C 2.5964 2.5021 3.3109
C 1.9787 1.2711 2.6570
C 2.9073 0.6747 1.6067
C 1.7251 0.2144 3.7382
O 0.6852 1.6691 2.0666
Ge -0.8905 1.5710 3.1683
O -1.0006 -0.4354 2.2270
C -0.6599 -1.5155 1.8118
C 1.2812 -3.6296 2.7023
C 0.6603 -2.4749 0.3555
C -1.4048 -3.5285 2.1221
O -1.4951 2.6480 1.7595
C -2.8433 3.2333 1.7306
C -3.8391 2.1171 2.0324
C -2.8984 4.3197 2.7962
C -3.0924 3.8206 0.3509
H 3.4878 2.2149 3.8668
H 2.8777 3.2455 2.5685
H 1.8806 2.9526 4.0027
H 3.7840 0.2532 2.0969
H 2.3836 -0.1205 1.0743
H 3.2398 1.4293 0.8989
H 2.6652 -0.2286 4.0593
H 1.2409 0.6579 4.6126
H 1.0821 -0.5694 3.3439
H 2.1062 -2.9637 2.4948
H 0.8080 -3.5589 3.6777
H 1.3171 -4.6125 2.2536
H 1.0376 -1.1305 0.1159
H 0.4816 -3.1156 2.1767
H 1.3991 -2.8642 -0.3102
H -1.5577 -3.4479 3.2305
H -1.2146 -2.7027 0.4540
H -0.2467 -3.9421 0.7912
H -3.6981 1.7527 3.0561
H -4.8626 2.4707 1.9275
H -3.6721 1.2896 1.3412
H -2.6867 3.8925 3.7803
H -2.1603 5.0917 2.5806
H -3.8872 4.7733 2.8163
H -2.9790 3.0482 -0.4091
H -4.1000 4.2287 0.2975
H -2.3744 4.6114 0.1452
O 1.3106 1.6681 -0.5579
C 1.5995 2.5506 -1.6836
C 0.4418 3.6158 -1.6532
O 0.2766 4.3978 -2.5452
O -0.2158 3.5909 -0.5137
C 1.7377 1.7545 -2.9626
C 1.3155 2.2296 -4.1978
C 1.4440 1.4394 -5.3301
C 2.0088 0.1756 -5.2471
C 2.4664 -0.2876 -4.0243
C 2.3299 0.4934 -2.8889
C 2.8134 3.4217 -1.3667
C 3.7670 3.7235 -2.3302
C 4.8299 4.5570 -2.0124
C 4.9500 5.0938 -0.7409
C 3.9901 4.8089 0.2200
C 2.9191 3.9930 -0.1002
H 1.2478 0.7436 -0.8611
H 0.8572 3.2040 -4.2616
H 1.0904 1.8122 -6.2816
H 2.0918 -0.4441 -6.1299
H 2.9449 -1.2554 -3.9510
H 2.7187 0.1119 -1.9492
H 3.6804 3.3068 -3.3236
H 5.5681 4.7923 -2.7669
H 5.7790 5.7455 -0.5015
H 4.0685 5.2422 1.2088
H 2.1352 3.8120 0.6239
Cl -0.3886 -2.8348 1.3014
C -2.5231 -4.4942 1.7044
C -2.9418 -5.4980 2.5568
C -3.6927 -6.5551 2.0620
C -4.0384 -6.6113 0.7230
C -3.6730 -5.5957 -0.1487
Cl -4.1867 -5.6388 -1.7935
C -2.9402 -4.5062 0.3106
N -2.7187 -3.3545 -0.4866
C -1.8819 -3.2873 -1.6189
C -1.1240 -4.3880 -2.0201
C -0.2239 -4.2735 -3.0597
C -0.1006 -3.0666 -3.7313
C -0.8492 -1.9702 -3.3367
C -1.7307 -2.0442 -2.2622
C -2.4694 -0.7852 -1.8129
C -1.4449 0.3629 -1.4663
O -0.6874 0.7465 -2.3264
O -1.4896 0.9396 -0.2604
H -2.6237 -5.4678 3.5913
H -4.0049 -7.3467 2.7278
H -4.6168 -7.4421 0.3445
H -2.4648 -2.6185 0.1267
H -1.2128 -5.3096 -1.4578
H 0.3934 -5.1166 -3.3401
H 0.5845 -2.9782 -4.5633
H -0.7366 -1.0269 -3.8507
H -3.1188 -0.9664 -0.9597
H -3.0547 -0.4040 -2.6510
```

Mulliken population analysis, charges in e, atoms 1 to 5:
1 Al -0.59
2 C -1.55
3 C 1.57
4 C -1.21
5 C -1.91